Record 1
{
  "formula": "C18H27F8LiN3O6P",
  "method": "the ωB97M-V functional and the def2-TZVPD basis",
  "orbital_gap_ha": 0.389,
  "mol_weight_g_mol": 571.3,
  "e_tot_ev": -67101.65373,
  "e_homo_ev": -10.60,
  "symbols": ["Li", "P", "F", "F", "F", "F", "F", "F", "C", "C", "C", "C", "N", "H", "H", "H", "H", "H", "H", "H", "C", "C", "C", "C", "N", "H", "H", "H", "H", "H", "H", "H", "C", "C", "C", "C", "N", "H", "H", "H", "H", "H", "H", "H", "C", "C", "O", "C", "O", "O", "F", "H", "H", "H", "C", "C", "O", "C", "O", "O", "F", "H", "H", "H"],
  "coordinates": [[0.11118, -0.67927, 0.48265], [-2.82778, -2.09838, 0.90823], [-1.33223, -1.75962, 1.49823], [-2.92580, -0.60476, 0.27199], [-2.15877, -2.60957, -0.48425], [-4.30272, -2.43589, 0.31700], [-2.66220, -3.58488, 1.53191], [-3.43635, -1.58599, 2.30362], [2.38475, 3.56207, 0.43895], [3.75287, 2.93250, 0.16106], [3.99742, 1.65192, 0.95601], [2.93939, 0.64301, 0.79756], [2.14517, -0.18368, 0.74823], [2.30613, 3.95999, 1.45166], [1.63549, 2.78522, 0.28840], [2.20811, 4.41472, -0.21560], [4.54846, 3.62847, 0.42919], [3.83634, 2.70751, -0.90341], [4.06128, 1.86874, 2.02431], [4.89415, 1.09529, 0.67396], [-2.10669, 2.18883, -4.07250], [-0.63150, 2.56743, -4.00928], [-0.09722, 2.81295, -2.59639], [-0.27138, 1.71045, -1.67259], [-0.38579, 0.82514, -0.95570], [-2.75933, 2.84667, -3.48323], [-2.36401, 1.25847, -3.55362], [-2.44279, 2.19248, -5.10604], [-0.47877, 3.49071, -4.56699], [-0.06339, 1.76540, -4.48432], [-0.66462, 3.63202, -2.13193], [0.90918, 3.21962, -2.69302], [-1.89053, -1.72303, -5.47206], [-1.48712, -2.13845, -4.06462], [-0.07243, -1.65426, -3.72033], [0.30287, -1.96414, -2.34624], [0.58038, -2.24608, -1.27287], [-2.81639, -2.19816, -5.80040], [-1.14802, -2.03859, -6.20998], [-2.06626, -0.64743, -5.51796], [-1.45524, -3.22352, -3.95679], [-2.23557, -1.76122, -3.36713], [0.07384, -0.57632, -3.83703], [0.60690, -2.14370, -4.42155], [0.12487, 2.47597, 4.93724], [-1.35294, 2.51418, 4.61711], [-1.49727, 1.38276, 3.77956], [-0.30800, 1.12532, 3.20863], [-0.16579, 0.47594, 2.24150], [0.69029, 1.73190, 3.87208], [-1.70333, 3.65036, 3.93331], [0.22372, 1.94586, 5.88901], [0.55364, 3.46553, 5.06298], [-2.03212, 2.40510, 5.46105], [0.13361, -3.72898, 3.71187], [0.61549, -4.11365, 2.31531], [1.74721, -4.91647, 2.63304], [2.21398, -4.58536, 3.83869], [3.24648, -4.93468, 4.31833], [1.35712, -3.73587, 4.45954], [0.97994, -3.05406, 1.57143], [-0.53958, -4.50893, 4.08135], [-0.35826, -2.77647, 3.88005], [-0.14005, -4.72111, 1.82080]],
  "forces_ev_per_a": [[-0.3, -0.4, 0.2], [-0.9, -0.3, -0.7], [0.5, 0.3, -0.4], [0.2, -0.1, 0.3], [0.0, 0.0, 0.3], [0.5, 0.0, 0.5], [-0.1, -0.1, -0.1], [-0.2, 0.1, -0.1], [0.4, -0.1, 0.0], [0.0, 0.2, 0.0], [-0.3, -0.6, 0.1], [-0.2, -0.1, 0.3], [0.1, 0.3, -0.3], [0.0, -0.3, 0.1], [-0.3, 0.2, 0.0], [-0.1, -0.1, -0.2], [0.1, 0.0, -0.2], [0.1, 0.1, 0.0], [0.0, 0.0, 0.0], [0.3, 0.5, 0.0], [-0.6, 0.1, 0.9], [-0.5, -0.4, 0.2], [-0.7, 1.2, -0.2], [0.6, -0.4, -0.2], [0.1, 0.0, 0.2], [0.3, 0.6, -0.4], [0.5, -0.4, -0.5], [-0.2, -0.2, 0.0], [0.1, -0.1, -0.1], [0.2, 0.2, -0.1], [0.0, 0.0, -0.2], [0.3, -0.6, 0.5], [-0.1, -0.3, -0.2], [-0.2, 0.1, 0.0], [-0.2, 0.2, -0.1], [0.0, -0.3, -0.4], [0.2, 0.3, 0.4], [-0.1, 0.0, 0.3], [0.1, 0.3, 0.0], [0.2, 0.0, -0.1], [-0.2, 0.0, -0.1], [0.2, -0.1, 0.2], [-0.2, 0.0, -0.1], [0.2, 0.0, 0.2], [-0.4, 0.1, 1.1], [-0.3, -0.4, -0.1], [-0.4, 0.8, 0.3], [-0.1, 0.3, 0.0], [0.3, -0.6, -0.8], [0.3, 0.4, 0.2], [0.1, -0.2, -0.1], [0.3, -0.1, -0.2], [0.2, 0.0, -0.4], [0.1, 0.1, -0.1], [0.1, 0.0, 0.3], [-1.0, -0.4, 1.1], [-0.3, 0.0, -1.1], [0.6, 0.8, 1.2], [-0.2, -0.2, -0.3], [-0.1, -0.4, 0.0], [0.5, 0.0, -0.1], [0.1, 0.0, 0.0], [0.1, 0.1, -0.6], [0.3, 0.1, -0.5]]
}


Record 2
{
  "formula": "C18H27N2O5P2PbS",
  "method": "the ωB97M-V functional and the def2-TZVPD basis",
  "total_charge": 1,
  "e_above_lowest_ev": 1.0089,
  "orbital_gap_ha": 0.210,
  "mol_weight_g_mol": 652.6,
  "e_tot_ev": -66975.17259,
  "e_homo_ev": -9.42,
  "symbols": ["Pb", "P", "C", "C", "N", "C", "C", "C", "C", "C", "P", "H", "H", "H", "H", "H", "H", "H", "H", "O", "H", "H", "O", "H", "C", "H", "H", "H", "C", "H", "H", "H", "C", "H", "H", "H", "C", "H", "H", "H", "O", "C", "N", "S", "O", "O", "C", "C", "C", "C", "C", "C", "H", "H", "H", "H"],
  "coordinates": [[1.00785, -0.81168, 0.78476], [-1.19217, -2.44673, -0.16708], [-0.61381, -2.73234, -1.81420], [-0.37277, -1.59117, -2.66394], [0.31978, -0.53431, -2.11007], [0.27331, 0.65996, -2.71758], [-0.34229, 0.84849, -3.96447], [-0.90372, -0.25333, -4.61619], [-0.88186, -1.48694, -3.98598], [0.84538, 1.84831, -1.95837], [2.09771, 1.36002, -0.69539], [-1.32419, -2.37661, -4.43381], [-0.34755, 1.84565, -4.39837], [-1.33994, -0.14563, -5.60035], [1.30700, 2.55394, -2.66901], [0.02941, 2.35763, -1.40809], [1.17672, -3.49995, -1.78580], [-0.93443, -3.66160, -2.30851], [2.90475, -2.78912, -1.28744], [2.10635, -3.83340, -1.80250], [2.04573, -4.64694, -1.25600], [3.00302, -1.45385, -0.26729], [3.54004, -1.96578, -1.01491], [4.30950, -2.37916, -0.58679], [3.56062, 1.17065, -1.76986], [3.73731, 2.12067, -2.29192], [4.43937, 0.93483, -1.15393], [3.39450, 0.37953, -2.51400], [2.38028, 2.94279, 0.15278], [2.66046, 2.74329, 1.19660], [3.18229, 3.50431, -0.34925], [1.45535, 3.53801, 0.15132], [-2.67613, -1.42048, -0.47937], [-3.20462, -1.82965, -1.35027], [-3.33315, -1.45258, 0.39733], [-2.39672, -0.37616, -0.66089], [-1.88376, -4.05011, 0.35770], [-2.11126, -3.98968, 1.42984], [-2.80993, -4.27677, -0.18689], [-1.16038, -4.85944, 0.20014], [-1.63243, 1.61485, 0.47008], [-1.10963, 1.57421, 1.59522], [0.14576, 1.04044, 1.78028], [0.73729, 1.02568, 3.35312], [0.98400, -0.37332, 3.66685], [1.84599, 1.94875, 3.47589], [-0.77883, 1.67115, 3.95239], [-1.10584, 1.87518, 5.28976], [-2.36998, 2.41053, 5.56767], [-3.25852, 2.72717, 4.52697], [-2.90372, 2.49959, 3.19870], [-1.64775, 1.96780, 2.91313], [-0.39238, 1.61115, 6.06778], [-2.66259, 2.58508, 6.60433], [-4.23364, 3.15377, 4.76725], [-3.56577, 2.72333, 2.36858]],
  "forces_ev_per_a": [[-0.6, -0.4, -0.3], [-0.3, 0.8, -1.4], [1.2, -0.9, -0.2], [0.2, 0.4, 0.2], [-1.0, -0.4, 0.2], [-0.4, 0.2, -0.5], [0.5, 0.1, 0.6], [0.5, -0.3, 0.4], [0.0, 0.1, 0.3], [-0.1, -0.2, -0.1], [-0.4, 0.6, -1.0], [0.0, 0.3, 0.1], [-0.1, -0.2, 0.0], [0.0, 0.0, 0.0], [-0.2, -0.1, 0.3], [0.3, -0.2, -0.3], [-1.3, 0.7, -0.2], [-0.3, 0.5, 0.2], [-0.6, -0.8, -0.8], [1.1, -0.6, 1.0], [0.3, 0.5, -0.5], [1.1, -0.9, -1.4], [-0.6, 0.8, 1.6], [0.2, 0.2, 0.0], [0.3, 0.0, 0.0], [0.0, -0.3, 0.1], [-0.1, 0.0, -0.3], [0.1, 0.2, 0.3], [0.2, 0.2, 0.4], [0.0, 0.2, -0.3], [-0.3, -0.1, 0.2], [0.3, -0.2, 0.0], [-0.3, 0.0, 0.5], [0.1, 0.1, 0.2], [0.0, 0.1, -0.1], [0.0, -0.3, 0.0], [0.2, -0.1, 0.6], [0.0, -0.1, -0.2], [0.3, 0.2, 0.0], [-0.2, 0.2, 0.0], [0.5, 0.2, 2.0], [0.1, -0.5, -1.9], [0.9, -0.6, 0.1], [-0.1, 0.5, -1.5], [-0.1, 0.5, 0.0], [-0.9, -0.7, 0.2], [-0.2, 0.2, 1.4], [-0.2, 0.1, -0.3], [0.1, 0.0, -0.1], [0.2, -0.1, 0.2], [0.3, 0.0, -0.1], [-0.7, 0.3, 0.5], [-0.3, 0.1, -0.1], [0.1, -0.1, -0.3], [0.3, -0.2, -0.1], [0.0, 0.0, 0.2]]
}